No. 1
Entry from the Open Molecules 2025 dataset: a single C6H10O molecule (ωB97M-V/def2-TZVPD).

Structure (XYZ):
```
17
Properties=species:S:1:pos:R:3
C 1.848 0.769 0.252
C 1.097 -0.533 0.388
O 0.609 -0.720 1.742
C -0.384 -0.755 0.771
C -1.342 0.378 0.498
C -1.463 0.195 -1.029
C -0.091 -0.373 -1.407
H 1.202 1.635 0.416
H 2.636 0.783 1.015
H 2.285 0.850 -0.745
H 1.624 -1.411 0.014
H -0.822 -1.748 0.633
H -0.884 1.335 0.765
H -2.290 0.293 1.041
H -2.305 -0.479 -1.246
H -1.633 1.144 -1.551
H -0.192 -1.462 -1.580
```

Values from the calculation:
* E_HOMO: -8.10 eV
* charge: 0



No. 2
Entry from the Open Molecules 2025 dataset: a molecular structure, C6H10O (ωB97M-V/def2-TZVPD).

Structure (XYZ):
```
17
Properties=species:S:1:pos:R:3
C 1.652 -0.910 -0.075
C 0.353 -0.138 -0.009
C -0.565 0.166 -1.231
C -1.570 0.444 -0.099
C -0.921 -0.723 0.663
O -1.027 1.601 0.549
C 0.363 1.254 0.632
H 2.504 -0.259 -0.301
H 1.610 -1.689 -0.843
H 1.850 -1.400 0.885
H -0.306 1.005 -1.884
H -0.799 -0.730 -1.813
H -2.644 0.567 -0.241
H -1.183 -1.709 0.268
H -0.981 -0.705 1.756
H 0.969 1.972 0.063
H 0.694 1.255 1.678
```

Values from the calculation:
* E_HOMO: -9.38 eV
* charge: 0



No. 3
Entry from the Open Molecules 2025 dataset: a single C6H10O molecule (ωB97M-V/def2-TZVPD).

Structure (XYZ):
```
17
Properties=species:S:1:pos:R:3
C 1.615 -0.576 -0.442
C 0.799 0.346 0.462
C 0.119 1.531 -0.290
C -1.227 0.729 -0.232
O -1.270 -0.468 -1.059
C -1.187 -1.297 0.118
C -0.622 -0.144 0.911
H 1.914 -1.496 0.072
H 2.532 -0.070 -0.768
H 1.042 -0.840 -1.335
H 1.418 0.638 1.321
H 0.193 2.444 0.334
H 0.481 1.794 -1.289
H -2.234 1.129 -0.339
H -0.575 -2.177 -0.079
H -2.170 -1.594 0.535
H -0.823 -0.055 1.982
```

Values from the calculation:
* E_HOMO: -9.47 eV
* charge: 0
* SMILES: C[C@H]1C[C@H]2OC[C@@H]12



No. 4
Entry from the Open Molecules 2025 dataset: a molecular structure, C6H10O (ωB97M-V/def2-TZVPD).

Structure (XYZ):
```
17
Properties=species:S:1:pos:R:3
O 0.672 -1.527 1.100
C 1.701 -1.111 0.524
C 1.823 0.163 -0.050
C 0.704 1.085 0.251
C -0.798 0.762 -0.692
C -1.316 -0.648 -1.102
C -1.863 0.036 0.084
H 2.583 -1.780 0.438
H 2.704 0.515 -0.571
H 0.334 0.320 -0.806
H 0.869 2.124 -0.026
H 0.275 0.943 1.243
H -1.053 1.590 -1.343
H -1.872 -0.669 -2.035
H -0.649 -1.483 -0.910
H -2.853 0.478 0.036
H -1.548 -0.368 1.042
```

Values from the calculation:
* E_HOMO: -7.52 eV
* charge: 0



No. 5
Entry from the Open Molecules 2025 dataset: 2 unconnected molecules or ions with the total composition C6H10O (ωB97M-V/def2-TZVPD).

Structure (XYZ):
```
17
Properties=species:S:1:pos:R:3
C 2.444 1.104 0.122
C 0.643 -0.983 -0.408
C -0.077 -1.492 0.590
C -1.424 -0.822 0.739
C -1.492 0.064 -0.524
C -0.028 0.238 -0.974
O 0.620 1.424 -0.389
H 2.188 1.114 1.208
H 2.770 2.146 -0.075
H 1.656 -1.237 -0.690
H 0.266 -2.273 1.262
H -1.494 -0.241 1.670
H -2.245 -1.548 0.775
H -2.020 -0.483 -1.315
H -2.035 1.006 -0.385
H 0.059 0.385 -2.053
H 0.169 1.598 0.447
```

Values from the calculation:
* E_HOMO: -7.86 eV
* charge: 0



No. 6
Entry from the Open Molecules 2025 dataset: a single C6H10O molecule (ωB97M-V/def2-TZVPD).

Structure (XYZ):
```
17
Properties=species:S:1:pos:R:3
C 2.076 0.270 -0.021
C 1.028 -0.554 -0.763
C -0.402 -0.127 -0.510
C -1.495 -0.917 -1.189
O -1.212 0.778 2.615
C -0.700 0.826 0.342
C -1.035 1.459 1.435
H 3.083 -0.106 -0.230
H 1.913 0.232 1.062
H 2.031 1.322 -0.321
H 1.103 -1.611 -0.466
H 1.224 -0.537 -1.844
H -2.480 -0.556 -0.881
H -1.427 -0.874 -2.282
H -1.407 -1.971 -0.896
H -1.104 -0.161 2.400
H -1.198 2.525 1.550
```

Values from the calculation:
* E_HOMO: -8.65 eV
* charge: 0
* SMILES: CCC(C)=C=CO



No. 7
Entry from the Open Molecules 2025 dataset: a single C6H10O molecule in a non-equilibrium geometry (ωB97M-V/def2-TZVPD).

Structure (XYZ):
```
17
Properties=species:S:1:pos:R:3
C -1.749 -2.015 -0.846
C -1.287 -0.492 -0.759
C -1.872 0.417 -1.546
C 1.645 0.775 1.336
O 2.966 0.796 0.815
C 0.574 0.607 0.296
C -0.605 -0.085 0.535
H -2.213 -2.045 -1.817
H -0.884 -2.650 -0.928
H -2.509 -2.167 -0.023
H -2.432 0.039 -2.458
H -1.992 1.451 -1.237
H 1.417 1.595 2.010
H 1.603 -0.234 1.988
H 3.375 1.587 1.215
H 0.993 0.622 -0.724
H -1.320 0.195 1.365
```

Values from the calculation:
* E_HOMO: -8.93 eV
* charge: 0
* SMILES: C=C(C)/C=C/CO



No. 8
Entry from the Open Molecules 2025 dataset: a single C6H10O molecule (ωB97M-V/def2-TZVPD).

Structure (XYZ):
```
17
Properties=species:S:1:pos:R:3
O 1.914 -0.821 1.136
C 1.359 -0.426 -0.117
C 0.094 -1.217 -0.468
C -1.177 -0.664 0.199
C -1.381 0.851 0.008
C -0.105 1.618 -0.223
C 1.112 1.070 -0.222
H 1.194 -0.871 1.778
H 2.152 -0.673 -0.833
H 0.232 -2.261 -0.161
H -0.020 -1.219 -1.559
H -1.154 -0.896 1.273
H -2.043 -1.207 -0.199
H -2.089 1.058 -0.807
H -1.853 1.275 0.906
H -0.234 2.692 -0.372
H 1.999 1.693 -0.336
```

Values from the calculation:
* E_HOMO: -9.46 eV
* charge: 0
* SMILES: O[C@@H]1C=CCCC1



Q: Which E_LUMO values were calculated for the entries above? A: 0.7; 0.9; 1.1; 0.8; 0.7; 0.8; 0.9; 1.0, in eV.
Q: Which E_tot values were calculated for the entries above? A: -8426.06122; -8430.32171; -8429.40206; -8426.60808; -8426.76278; -8429.84700; -8428.37272; -8431.09065, in eV.
Q: Which ΔE to the lowest compared entry with this formula, charge and spin values were calculated for the entries above? A: 119.4; 21.2; 42.4; 106.8; 103.3; 32.1; 66.1; 3.5, in kcal per mole.